This record from the OMol25 dataset describes C24H40CoF3N2O2S4 as an isolated structure at a distorted geometry. The level of theory is ωB97M-V/def2-TZVPD.

```
! wB97M-V def2-TZVPD RIJCOSX def2/J DEFGRID3
* xyz 1 4
Co -1.9794 0.9617 -0.8877
C 2.2651 -2.9439 -2.0825
C 1.3387 -3.7214 -1.2178
C 0.2651 -4.4020 -1.8530
C -0.5184 -5.2708 -1.0870
C -0.2606 -5.5301 0.2743
C 0.7863 -4.8966 0.8470
C 1.5716 -3.9265 0.1467
H 3.3281 -3.1769 -1.7894
H 2.0236 -1.9084 -1.7803
H 2.0438 -2.9936 -3.1325
H 0.1168 -4.3743 -2.9279
H -1.3567 -5.8004 -1.5410
H -0.7217 -6.4000 0.7757
H 1.0648 -5.1867 1.8459
H 2.4326 -3.5362 0.6503
C -2.1202 -2.4785 0.8727
C -2.7387 -2.3964 -0.5155
S -3.3392 -0.8517 -1.2277
C -4.9044 -0.6052 -0.3814
C -4.9927 0.7752 0.2973
S -3.4642 1.7204 0.7654
C -3.0424 1.1238 2.4118
C -2.2522 -0.1974 2.5209
S -3.0508 -1.8500 2.2951
H -1.0428 -2.2120 0.8685
H -2.1938 -3.5362 1.1223
H -3.4765 -3.1919 -0.6449
H -2.0515 -2.7997 -1.2151
H -5.1040 -1.3953 0.3447
H -5.6030 -0.6529 -1.2447
H -5.5836 0.6902 1.2214
H -5.4633 1.4431 -0.3902
H -3.9150 1.0663 3.0176
H -2.4692 2.0110 2.6812
H -1.8321 -0.2370 3.5429
H -1.3465 -0.1546 1.8448
C 2.3072 3.1560 -2.1012
C 2.4010 3.8840 -0.7040
C 1.1103 4.5298 -0.2228
C -0.0434 3.5672 0.0049
N 0.2623 2.5985 1.1443
C 0.7027 1.3304 0.9889
S 0.0965 0.1957 -0.2521
N 1.7020 0.9064 1.7562
C 2.1087 -0.4486 1.9595
C 3.4315 -0.5489 2.7061
C 4.7825 -0.3705 1.9203
C 5.1098 1.0524 1.4594
H 3.1117 2.4069 -2.2485
H 2.2915 3.7556 -3.0403
H 1.3666 2.5917 -2.2182
H 3.0974 4.6964 -0.8085
H 2.8422 3.2312 0.0910
H 0.7081 5.2714 -0.9430
H 1.2464 5.0128 0.7665
H -0.2761 3.0328 -0.9250
H -0.9525 3.9836 0.4009
H 0.7283 2.9897 1.9527
H 2.1541 1.5386 2.3281
H 2.1979 -0.9067 1.0270
H 1.3017 -0.9880 2.5322
H 3.3960 -1.4673 3.2024
H 3.4446 0.1649 3.5368
H 4.7086 -1.0322 1.0395
H 5.5777 -0.8030 2.5597
H 4.4573 1.3882 0.6745
H 6.1392 1.1572 1.1312
H 5.0359 1.7878 2.3086
F -2.6347 4.3842 -4.1903
C -2.7402 3.0364 -4.3646
F -3.9681 2.8510 -4.8193
F -1.8390 2.5231 -5.2178
C -2.6571 2.2886 -2.9454
O -3.6707 1.9013 -2.4325
O -1.4513 2.1864 -2.4850
*
```

Output
orbital gap (alpha / beta): 9.1 / 8.1 eV
E_HOMO (alpha / beta): -0.4181 / -0.4181 Eh
E: -121728.291 eV
ΔE to the lowest compared entry with this formula, charge and spin: 0.00 kcal per mole
⟨S²⟩: 3.760

Results of the Mulliken charge analysis, in e, for atoms 1 through 6: 0.6218, -1.1893, 1.0758, -0.7376, -0.3897, -0.7265



This record from the OMol25 dataset describes a 3-piece molecular cluster, C24H40F6N3O8 overall at a distorted geometry. The level of theory is ωB97M-V/def2-TZVPD.

```
! wB97M-V def2-TZVPD RIJCOSX def2/J DEFGRID3
* xyz -1 1
C -1.4577 0.1612 3.8020
C -0.6768 0.4556 2.9549
N 0.2273 0.8782 2.0282
C -0.4483 1.9187 1.2176
C -1.5219 1.2971 0.2944
C -1.1087 0.0074 -0.4042
C -0.0313 0.2007 -1.4839
C 1.4951 1.3589 2.6498
N 2.2556 0.2671 3.2454
C 2.0206 -1.1069 2.7899
C 1.3395 -1.9502 3.8693
C 0.8813 -3.3066 3.3395
O 2.3128 2.0593 1.7318
C 2.6653 1.3779 0.5503
C 4.0889 1.7910 0.2255
N 5.0450 1.0233 1.0396
C 5.7386 1.8181 2.0444
C 6.0932 1.0196 3.3579
C 5.4094 1.6430 4.5708
O 5.6831 -0.3332 3.3006
C 1.1484 2.4679 3.7611
O 1.2158 2.1010 4.9497
O 0.8294 3.6119 3.2994
H -2.1057 -0.2201 4.5543
H -0.9542 2.6370 1.8592
H 0.2580 2.4620 0.6010
H -1.6614 2.0324 -0.5041
H -2.4807 1.2066 0.8008
H -1.9920 -0.3671 -0.9300
H -0.8078 -0.7711 0.2923
H 0.9289 -0.1735 -1.1308
H -0.2606 -0.3814 -2.3751
H 0.1100 1.2503 -1.7402
H 3.2266 0.4821 3.0717
H 1.5114 -1.1991 1.8256
H 3.0041 -1.5667 2.6541
H 0.5667 -1.3964 4.3904
H 2.1182 -2.1472 4.6116
H 1.7539 -3.8070 2.9102
H 0.1449 -3.1898 2.5453
H 0.5247 -3.9446 4.1455
H 2.0077 1.6609 -0.2790
H 2.6174 0.2914 0.6358
H 4.1581 2.8476 0.4919
H 4.2703 1.7115 -0.8476
H 5.7435 0.6293 0.4261
H 6.6873 2.2155 1.6592
H 5.1475 2.6758 2.3517
H 7.1776 1.0961 3.4935
H 6.0004 2.4819 4.9337
H 4.4260 2.0214 4.2949
H 5.2720 0.8999 5.3512
H 6.1584 -0.7850 2.5988
C -4.5114 -3.1727 -5.2966
C -4.5148 -3.7377 -3.8930
O -3.3135 -4.4942 -3.6417
C -2.2539 -3.7796 -3.2865
O -2.1991 -2.5936 -3.1645
C -1.0675 -4.7183 -3.0039
F -0.9708 -5.6748 -3.9374
F -1.2281 -5.3140 -1.8167
F 0.0732 -4.0410 -2.9842
H -4.3664 -3.9745 -6.0231
H -5.4478 -2.6723 -5.5144
H -3.6969 -2.4630 -5.4251
H -5.3370 -4.4380 -3.7605
H -4.6236 -2.9570 -3.1442
C -2.8703 3.0004 -3.1043
C -4.2457 3.2998 -3.6555
O -4.8170 2.1183 -4.2569
C -5.4029 1.2752 -3.4228
O -5.5248 1.3936 -2.2424
C -5.9598 0.0767 -4.2087
F -5.0900 -0.3514 -5.1321
F -7.0945 0.4102 -4.8426
F -6.2383 -0.9344 -3.3899
H -2.2313 2.5809 -3.8822
H -2.4062 3.9074 -2.7189
H -2.9229 2.2709 -2.2974
H -4.1928 4.0378 -4.4533
H -4.9115 3.6905 -2.8875
*
```

Output
orbital gap: 6.0 eV
E_HOMO: -0.1438 Eh
E: -62690.862 eV

Results of the Mulliken charge analysis, in e, for atoms 1 through 6: -0.8188, -0.5245, 1.3726, -1.5915, -0.6522, -0.0669



This record from the OMol25 dataset describes a 2-piece molecular cluster, C24H40IN2O3S overall at a distorted geometry. The level of theory is ωB97M-V/def2-TZVPD.

```
! wB97M-V def2-TZVPD RIJCOSX def2/J DEFGRID3
* xyz 1 1
C -2.8392 -3.0251 -3.4580
C -1.8869 -2.4632 -3.8788
C -0.8248 -1.6779 -4.4783
C -1.2967 -0.7632 -5.6175
C -2.4371 0.1683 -5.1484
C -2.0881 1.3892 -4.2985
C -1.8344 1.1011 -2.7897
C -0.4405 1.5283 -2.3535
N -0.3267 1.9191 -0.9414
C -1.2739 1.9402 0.0455
C -0.6497 2.3684 1.2066
C 0.7041 2.6205 0.9085
C 0.8786 2.3323 -0.4359
C -0.0439 0.0165 -6.0617
S -0.3024 1.1745 -7.3938
O 0.8060 1.0562 -8.2888
O -0.5857 2.4794 -6.8998
O -1.5990 0.5683 -8.1068
C -1.4604 -0.8628 -8.1755
C -1.8473 -1.5292 -6.8629
I -1.2683 -3.5747 -7.0883
H -3.6638 -3.5367 -3.0301
H 0.0205 -2.2952 -4.7649
H -0.4446 -1.0273 -3.6881
H -2.9110 0.5505 -6.0496
H -3.2067 -0.4068 -4.6420
H -2.9517 2.0456 -4.3490
H -1.2656 1.9701 -4.6959
H -2.6024 1.5779 -2.1926
H -1.9584 0.0321 -2.6346
H 0.2271 0.6741 -2.4747
H -0.0335 2.3127 -2.9829
H -2.2955 1.6719 -0.1258
H -1.1146 2.4898 2.1699
H 1.4937 2.9568 1.5554
H 1.7468 2.3997 -1.0619
H 0.2972 0.6108 -5.2190
H 0.7685 -0.6598 -6.3015
H -0.4439 -1.1354 -8.4480
H -2.0952 -1.2196 -8.9758
H -2.9279 -1.5040 -6.7826
C 1.7303 -1.3605 8.5460
C 0.4927 -0.6728 7.9590
C 0.1866 -0.9171 6.4881
N 1.0818 -0.2716 5.4495
C 0.3731 -0.4658 4.1229
C 1.2000 -0.0528 2.9230
C 2.5433 -0.7688 2.9045
C 3.2743 -0.5380 4.2197
C 2.4292 -0.9491 5.4138
C 1.2212 1.1823 5.7363
H 2.6433 -0.7909 8.3744
H 1.6245 -1.4487 9.6255
H 1.8626 -2.3654 8.1429
H 0.5137 0.3939 8.1844
H -0.3790 -1.0595 8.4905
H -0.8109 -0.5302 6.2781
H 0.1842 -1.9840 6.2666
H 0.1251 -1.5264 4.0648
H -0.5515 0.1073 4.1771
H 0.6378 -0.2895 2.0201
H 1.3452 1.0255 2.9057
H 3.1467 -0.4140 2.0697
H 2.3899 -1.8419 2.7510
H 3.5704 0.5105 4.3071
H 4.1984 -1.1162 4.2440
H 2.9434 -0.6901 6.3335
H 2.2379 -2.0219 5.4000
H 1.7965 1.3090 6.6483
H 0.2270 1.6079 5.8482
H 1.7395 1.6651 4.9160
*
```

Output
orbital gap: 8.3 eV
E_HOMO: -0.3881 Eh
E: -53587.085 eV

Results of the Mulliken charge analysis, in e, for atoms 1 through 6: 0.1016, -0.6091, -1.6778, 2.3899, -1.5933, -1.2710



This record from the OMol25 dataset describes a 6-piece molecular cluster, C24H40N2O16S3 overall at a distorted geometry. The level of theory is ωB97M-V/def2-TZVPD.

```
! wB97M-V def2-TZVPD RIJCOSX def2/J DEFGRID3
* xyz 0 1
O -1.3751 2.3847 -4.2155
N -0.5969 2.8603 -5.0170
O -0.8530 3.0812 -6.1853
C 0.7517 3.1303 -4.5485
C 1.2629 2.3376 -3.5336
C 2.5453 2.5919 -3.0836
C 3.2465 3.6526 -3.6293
C 2.7727 4.3630 -4.7184
C 1.4990 4.0952 -5.1817
H 0.7076 1.4203 -3.3809
H 3.0350 1.9570 -2.3584
H 4.2393 3.8897 -3.2624
H 3.3080 5.1693 -5.1984
H 1.0182 4.6923 -5.9464
O 0.4247 -6.6307 -2.4911
N 1.2773 -5.7918 -2.2600
O 2.1024 -5.8633 -1.3596
C 1.3295 -4.6134 -3.1363
C 0.5496 -4.6093 -4.2785
C 0.7488 -3.5588 -5.1553
C 1.5066 -2.4579 -4.7712
C 2.1213 -2.3909 -3.5346
C 2.1742 -3.5774 -2.8104
H -0.0836 -5.4602 -4.4818
H 0.2189 -3.5423 -6.0982
H 1.4609 -1.6118 -5.4488
H 2.7253 -1.5526 -3.2228
H 2.7291 -3.6436 -1.8861
C -1.4910 -4.1129 3.0899
C -2.4512 -4.5829 2.0127
O -3.4412 -3.5149 1.8309
S -4.1459 -3.2874 0.4090
C -5.7636 -3.8218 0.9314
O -4.1873 -1.8763 0.2093
O -3.6255 -4.2244 -0.5333
H -1.0805 -4.9443 3.6568
H -2.0535 -3.4804 3.7751
H -0.6909 -3.5406 2.6243
H -1.9314 -4.7468 1.0740
H -3.0461 -5.4337 2.3423
H -5.7311 -4.9047 0.9917
H -6.4394 -3.5163 0.1318
H -6.0047 -3.3050 1.8512
C -0.8531 1.6901 1.3474
C -1.4439 0.3551 0.9504
O -0.3601 -0.6255 0.8070
S 0.0233 -1.0638 -0.6569
C -1.3165 -2.1767 -0.9798
O -0.0112 0.0350 -1.5625
O 1.1804 -1.8769 -0.4958
H -0.6682 2.2916 0.4473
H 0.1651 1.6410 1.7322
H -1.4869 2.2590 2.0236
H -2.0554 -0.0682 1.7469
H -2.0628 0.3759 0.0557
H -2.1841 -1.6258 -1.3224
H -1.4228 -2.7474 -0.0645
H -1.0339 -2.9112 -1.7350
C 2.9709 3.0592 1.5910
C 4.4610 2.9010 1.3330
O 5.2645 4.0752 1.6059
S 5.3550 5.3056 0.6400
C 4.0029 6.2855 1.2093
O 6.5743 5.9468 0.9611
O 5.1125 4.9317 -0.7131
H 2.8054 3.6239 2.5077
H 2.4800 2.0941 1.6820
H 2.5216 3.6214 0.7658
H 4.7863 2.2874 2.1840
H 4.8326 2.3721 0.4602
H 3.1199 5.7273 0.8986
H 3.9900 7.2224 0.6586
H 4.0443 6.4201 2.2830
C -2.3409 2.3687 6.8931
O -2.4525 1.0000 6.5585
C -3.1375 0.6527 5.4759
O -3.5318 1.4037 4.6240
O -3.3451 -0.6604 5.5179
C -3.8727 -1.2314 4.3335
H -1.7086 2.4271 7.7735
H -3.3181 2.7984 7.1150
H -1.8703 2.9542 6.1017
H -3.0822 -1.2875 3.5825
H -4.6842 -0.6411 3.9106
H -4.2097 -2.2395 4.5500
*
```

Output
orbital gap: 9.6 eV
SMILES: O=[N+]([O-])c1ccccc1.O=[N+]([O-])c1ccccc1.CCOS(C)(=O)=O.CCOS(C)(=O)=O.CCOS(C)(=O)=O.COC(=O)OC
E_HOMO: -0.3619 Eh
E: -93775.114 eV

Results of the Mulliken charge analysis, in e, for atoms 1 through 6: -0.5662, 0.9817, -0.5941, 0.1958, -0.0170, -0.4363



This record from the OMol25 dataset describes one molecule with the formula C24H40O4. The level of theory is ωB97M-V/def2-TZVPD.

```
! wB97M-V def2-TZVPD RIJCOSX def2/J DEFGRID3
* xyz 0 1
C -4.2284 -1.3710 2.4115
C -3.7115 -0.6519 1.1620
C -4.7676 -0.7551 0.0519
C -5.8805 0.2981 0.2042
C -5.3411 1.6609 -0.1314
O -4.7410 2.3888 0.6148
O -5.5745 1.9878 -1.4104
C -2.3151 -1.1986 0.8059
C -2.2609 -2.4545 -0.0919
C -0.9042 -2.3990 -0.8259
C -0.1830 -1.2172 -0.1780
C 0.9862 -0.5709 -0.9128
C 2.0524 -1.6194 -1.2589
O 2.3463 -2.3784 -0.1012
C 3.2943 -0.9563 -1.8636
C 3.8632 0.1780 -1.0044
C 4.5530 -0.3864 0.2426
C 5.1703 0.7105 1.1094
O 5.8371 0.1713 2.2313
C 4.0820 1.7071 1.5062
C 3.4341 2.2851 0.2550
C 2.7842 1.2326 -0.6662
C 2.3861 1.9817 -1.9477
C 1.5658 0.5355 -0.0086
C 0.4729 1.5227 0.4295
C -0.7432 0.8413 1.0652
C -1.3149 -0.2284 0.1379
C -1.9133 0.4287 -1.1059
H -4.2871 -2.4431 2.2338
H -5.2183 -1.0153 2.6865
H -3.5657 -1.1975 3.2559
H -3.5848 0.4054 1.4138
H -5.2299 -1.7437 0.0841
H -4.3205 -0.6266 -0.9317
H -6.2515 0.3076 1.2284
H -6.6952 0.0703 -0.4828
H -5.1919 2.8553 -1.6170
H -1.8549 -1.4701 1.7627
H -2.3426 -3.3573 0.5128
H -3.0797 -2.4700 -0.8078
H -0.3420 -3.3233 -0.7044
H -1.0420 -2.2289 -1.8947
H 0.2143 -1.5722 0.7783
H 0.6357 -0.1511 -1.8574
H 1.6278 -2.2975 -2.0205
H 3.0434 -3.0051 -0.3210
H 3.0246 -0.5694 -2.8471
H 4.0688 -1.7149 -2.0154
H 4.6378 0.6823 -1.5966
H 3.8398 -0.9490 0.8460
H 5.3436 -1.0750 -0.0677
H 5.9553 1.2314 0.5492
H 5.1920 -0.3100 2.7626
H 3.3381 1.2041 2.1285
H 4.5231 2.5105 2.1000
H 2.6990 3.0394 0.5351
H 4.2109 2.7948 -0.3216
H 1.7803 2.8514 -1.7069
H 3.2780 2.3332 -2.4630
H 1.8274 1.3568 -2.6365
H 1.9182 0.0273 0.8925
H 0.1446 2.1160 -0.4224
H 0.8878 2.2114 1.1667
H -1.4964 1.5984 1.2941
H -0.4420 0.3757 2.0071
H -2.7031 1.1132 -0.8077
H -1.1686 1.0021 -1.6487
H -2.3232 -0.3099 -1.7875
*
```

Output
orbital gap: 10.2 eV
SMILES: C[C@H](CCC(=O)O)[C@H]1CC[C@H]2[C@@H]3[C@H](O)C[C@@H]4C[C@H](O)CC[C@]4(C)[C@H]3CC[C@]12C
E_HOMO: -0.3505 Eh
E: -33729.459 eV
ΔE to the lowest compared entry with this formula, charge and spin: 1.64 kcal per mole

Results of the Mulliken charge analysis, in e, for atoms 1 through 6: -1.7826, 0.5557, -0.9591, -0.7791, 0.5403, -0.5796



This record from the OMol25 dataset describes C24H41AlCl5CsFKN2O10PSSi as an isolated structure at a distorted geometry. The level of theory is ωB97M-V/def2-TZVPD.

```
! wB97M-V def2-TZVPD RIJCOSX def2/J DEFGRID3
* xyz 1 1
C -3.3131 -4.4370 0.9874
C -3.7890 -3.0478 0.2769
C -2.6035 -2.0753 -0.2803
F -1.2328 -2.6243 -0.2240
C -2.8653 -1.6382 -1.8621
C -1.9178 -0.3247 -2.1169
C -2.5035 1.0838 -1.5162
O -1.6161 2.1631 -2.0509
Si -0.8645 3.0720 -0.7486
C -2.0918 3.6700 0.6263
C -0.1106 4.6888 -1.5696
C 0.6122 2.1837 0.1181
P -2.2084 -3.0065 -3.0557
C -0.3699 -2.7463 -3.5021
O -2.2333 -4.5885 -2.2474
H -3.6780 -5.3637 0.3405
H -2.1631 -4.5699 1.1420
H -3.8801 -4.5355 2.0216
H -4.3940 -2.4288 1.0988
H -4.5288 -3.3016 -0.6012
H -2.5997 -1.0511 0.3286
H -1.8115 -0.2049 -3.2953
H -0.8498 -0.4883 -1.6094
H -2.6205 1.1114 -0.3523
H -3.5636 1.2512 -2.0205
H -1.8356 3.0697 1.6251
H -3.2140 3.4973 0.3056
H -1.8772 4.8075 0.8073
H -0.3423 5.6475 -0.9326
H -0.5583 4.8777 -2.6536
H 1.0514 4.5079 -1.7449
H 1.3925 3.0413 0.3996
H 1.1993 1.4236 -0.5503
H 0.2757 1.6940 1.1534
H -0.3350 -2.4681 -4.6564
H 0.2086 -1.9860 -2.8261
H 0.2190 -3.7793 -3.4171
H -1.2660 -4.9013 -2.1576
K -5.3970 -0.8220 -1.4571
N 4.8220 2.1296 2.8805
C 5.1689 0.8142 3.0478
C 4.0100 0.0801 3.1664
C 2.9258 0.9838 3.0610
C 3.4559 2.2419 2.8820
H 5.4721 2.8971 2.7719
H 6.2080 0.5142 3.0696
H 3.9516 -0.9908 3.3118
H 1.8717 0.7427 3.1097
H 2.9793 3.2051 2.7573
Cs -0.8788 3.8720 3.1487
N 1.0204 0.6528 -3.4888
O 0.0511 0.3898 -4.2199
O 1.4265 1.8228 -3.3929
O 1.5835 -0.2541 -2.8538
C 3.1481 6.5997 6.1839
O 1.9686 6.2850 5.6699
H 3.2734 6.4787 7.2733
H 4.0256 6.0424 5.8142
H 3.4959 7.6385 6.0526
C -9.0417 -4.2463 0.6302
Cl -9.7595 -3.5540 2.1067
Cl -7.8932 -5.5337 1.0754
Cl -10.3309 -4.9284 -0.3933
Cl -8.1834 -2.9693 -0.2681
Al -0.9855 -3.7597 2.0978
C 6.2453 5.1700 0.3174
C 6.8861 6.3752 0.0317
C 6.2152 7.5837 0.2167
C 4.9054 7.5873 0.6974
C 4.2659 6.3822 0.9867
C 4.9338 5.1733 0.7928
H 6.7674 4.2283 0.1698
H 7.9091 6.3727 -0.3364
H 6.7124 8.5223 -0.0124
H 4.3840 8.5291 0.8463
H 3.2458 6.3852 1.3628
H 4.4334 4.2344 1.0130
Cl -7.3878 -2.1489 1.8538
C -0.4191 -9.2158 -3.3168
C 0.5640 -8.7361 -2.2524
O 0.0595 -7.4747 -1.8198
S -1.5684 -7.4930 -1.9186
O -2.0966 -7.8004 -0.6080
O -1.9924 -6.3472 -2.6892
O -1.7087 -8.8248 -2.8485
H -0.2385 -8.7163 -4.2740
H -0.3774 -10.2990 -3.4590
H 1.5802 -8.6325 -2.6404
H 0.5712 -9.4107 -1.3898
*
```

Output
orbital gap: 1.1 eV
E_HOMO: -0.3071 Eh
E: -165780.745 eV

Results of the Mulliken charge analysis, in e, for atoms 1 through 6: -0.7188, -0.1925, 0.3972, -0.4013, -0.5669, -0.0610